[1]
# C26H36BF3NO21

7 unconnected molecules or ions with the total composition C26H36BF3NO21 at a distorted geometry (ωB97M-V with the def2-TZVPD basis set, the OMol25 dataset).

Cartesian coordinates (Å):
O 2.7713 -4.0201 0.2884
B 1.9156 -3.4827 -0.6619
O 2.3693 -3.3109 -1.9571
O 0.6131 -3.0921 -0.3649
C 0.4632 -2.2976 0.7967
C -1.1128 -2.1522 0.8530
C -1.3084 -1.0304 -0.1080
N -0.2647 -0.3094 -0.2539
C 0.7636 -0.8185 0.6649
C 2.2038 -0.2828 0.6434
C 2.4730 0.8616 -0.3403
C 2.3826 2.2152 0.2832
F 2.2685 3.2483 -0.6078
C 2.3926 2.5387 1.6160
F 1.3618 3.0773 2.2570
F 3.4544 2.3628 2.3871
H 3.2609 -3.2778 0.6561
H 2.3889 -2.3660 -2.1305
H 0.7818 -2.7490 1.7294
H -1.5403 -2.0206 1.8464
H -1.5339 -3.0299 0.3679
H -2.2400 -0.8713 -0.6286
H -0.2215 0.4831 -0.8775
H 0.3930 -0.4423 1.6202
H 2.4295 0.0113 1.6637
H 2.9290 -1.0630 0.4183
H 3.4821 0.7191 -0.7419
H 1.8246 0.8725 -1.2162
C -4.8529 1.1848 -1.6971
C -6.3087 0.8026 -1.5539
O -6.2385 -0.6172 -1.3429
C -5.0304 -0.9073 -0.8507
O -4.6919 -1.9600 -0.4085
O -4.2032 0.1705 -0.9077
H -4.6335 2.1787 -1.3088
H -4.4997 1.1171 -2.7148
H -6.7794 1.2599 -0.6819
H -6.8941 1.0347 -2.4377
C -1.6631 0.9462 5.2878
C -2.3967 -0.1283 4.5238
O -1.3568 -0.6708 3.6874
C -0.1692 -0.4069 4.2893
O 0.8747 -0.8678 3.9351
O -0.3185 0.4352 5.3182
H -2.0462 1.0918 6.2932
H -1.6633 1.9030 4.7651
H -2.7801 -0.9218 5.1660
H -3.2095 0.2674 3.9213
C -3.4648 -2.5044 -5.8131
C -4.3637 -3.3297 -4.9188
O -4.8479 -2.3489 -3.9906
C -4.7628 -1.1412 -4.5807
O -5.2451 -0.1443 -4.1366
O -4.0670 -1.2050 -5.7326
H -3.4430 -2.8564 -6.8403
H -2.4419 -2.4414 -5.4373
H -5.2128 -3.7559 -5.4536
H -3.8368 -4.1256 -4.4001
C -2.2898 4.2265 0.3296
C -3.1250 5.3063 0.9812
O -3.9679 4.5497 1.8582
C -3.3542 3.3836 2.1344
O -3.7132 2.6132 2.9642
O -2.2640 3.2073 1.3390
H -1.2823 4.5553 0.0868
H -2.7588 3.8202 -0.5690
H -2.5274 5.9973 1.5769
H -3.7183 5.8742 0.2702
C 4.5403 6.0666 -0.6576
C 4.6635 5.8871 0.8398
O 5.5373 6.9519 1.2064
C 5.4466 7.9201 0.2532
O 5.9155 8.9999 0.3449
O 4.7383 7.4700 -0.8180
H 3.5680 5.7683 -1.0421
H 5.3193 5.5349 -1.2077
H 3.7092 6.0188 1.3567
H 5.0882 4.9255 1.1201
C 5.1501 -7.6641 0.3860
C 4.9275 -6.5324 -0.5927
O 6.2590 -6.0879 -0.8597
C 7.1066 -7.1194 -0.5984
O 8.2566 -7.1292 -0.8738
O 6.4491 -8.1341 0.0204
H 4.4126 -8.4575 0.2954
H 5.1776 -7.3221 1.4226
H 4.4751 -6.8733 -1.5267
H 4.3255 -5.7272 -0.1812

Atomic forces in eV per Å
-0.7428 0.4859 0.0980
0.2921 -0.4054 -0.6274
0.0758 0.0627 0.6358
1.5077 0.6609 0.1392
-3.1847 -0.2348 0.1598
0.8960 -0.4425 -1.1668
-0.9787 -0.3765 0.4925
-0.2409 -0.7656 -0.3079
1.3862 0.8913 1.8093
-0.1048 -0.1610 -0.9844
1.9406 0.3416 0.3387
0.3168 0.3549 0.5525
-1.7190 -0.2820 0.0932
-0.0732 -0.1015 -0.7696
1.1009 1.1805 -0.2180
-1.1742 -1.1843 0.4360
0.5551 -0.3381 0.3084
-0.2446 0.0069 -0.6826
0.6681 0.0250 -0.0431
-0.0346 0.3443 -0.0956
-0.3221 -0.1867 0.2935
-0.1306 0.3570 -0.1618
0.1668 0.0965 0.0411
0.0395 -0.1100 0.2014
0.0947 0.0826 0.0820
-0.1365 -0.2629 -0.1232
-0.0574 -0.1278 -0.2865
-0.1244 0.0366 -0.0398
0.0140 0.4891 0.1984
-0.1694 0.2035 -0.1016
0.1494 0.1529 0.1849
-0.2854 -0.1034 -0.0607
0.2657 -0.1130 0.0506
0.1295 0.1483 -0.0906
0.0410 -0.1409 0.2896
-0.0055 -0.0226 -0.0906
0.0457 -0.0550 0.0399
0.0150 -0.2663 -0.0777
-0.2039 0.2118 0.0709
-0.5184 0.0581 0.0340
0.1814 0.1132 0.1364
0.0183 0.0647 0.2459
0.0355 -0.0358 -0.3598
-0.0634 -0.0920 -0.1298
0.2062 -0.0915 0.0865
0.0138 -0.0401 -0.0551
0.1227 -0.0329 0.0188
0.1352 -0.0031 -0.1765
0.1152 -0.1714 -0.1215
0.0365 -0.2572 -0.0798
0.0879 0.0479 -0.0448
-0.1342 -0.0851 -0.1308
0.0320 -0.0978 -0.2448
0.0150 -0.0411 0.1112
-0.0932 0.1807 -0.0593
-0.0227 0.0249 0.0337
-0.0204 0.0606 -0.0070
-0.0475 0.0986 0.1882
0.1098 0.0801 -0.1552
0.0477 0.2383 -0.1103
0.1166 -0.0974 -0.0955
-0.0500 0.1622 0.0144
0.1138 -0.2513 0.0754
-0.0955 0.0304 -0.0237
0.0663 -0.1216 0.1394
-0.0411 0.0000 0.0270
0.0151 -0.0449 0.0267
-0.1722 -0.0736 0.0929
-0.0807 -0.1775 -0.1543
-0.0666 -0.1747 0.0903
-0.0886 -0.0366 -0.1432
0.0038 -0.0049 0.0054
0.0605 0.1559 0.0152
0.0085 -0.1029 0.1635
-0.0263 0.1729 -0.0573
0.0276 0.0051 0.0392
-0.0071 0.0403 -0.0329
0.1603 0.0960 0.0712
-0.1227 -0.0577 0.0994
-0.2558 0.0514 -0.0200
-0.0445 -0.1225 0.1031
-0.0220 -0.0362 -0.0011
0.1632 0.0146 -0.0353
-0.0759 0.1485 -0.0476
0.1494 -0.1256 -0.0580
0.0285 0.0334 -0.0159
0.0444 -0.0413 -0.0027
0.1658 0.0873 -0.0434

Relative energy (zero: lowest compared OMol25 entry of this formula, charge and spin) ... 0.6309 eV
Net charge ... +1
HOMO energy ... -11.766 eV
Orbital gap ... 7.899 eV
Electronic energy ... -2971.3987 a.u.

Results of the Löwdin charge analysis, in e, for atoms 1 through 2:
1 O 0.18
2 B -0.77


[2]
# C11H8BrN2O2S

A gas-phase ion, C11H8BrN2O2S (charge -1) at a distorted geometry (ωB97M-V with the def2-TZVPD basis set, the OMol25 dataset).

Cartesian coordinates (Å):
N 1.6637 -4.3359 0.5214
C 0.6666 -3.6962 0.6131
C -0.6172 -3.0186 0.7235
C -1.5801 -3.6730 1.6004
C -2.9385 -3.3338 1.5598
N -4.0906 -3.0804 1.6207
C 0.0414 -1.2603 0.7165
Br -1.2779 -0.2257 1.7186
S 0.7805 -0.4476 -0.6651
O 2.1861 -0.7895 -0.6501
O 0.0361 -0.8203 -1.8267
C 0.6280 1.4049 -0.7355
C -0.5681 2.0242 -1.0854
C -0.5918 3.4189 -1.1835
C 0.5463 4.1656 -0.9332
C 1.7318 3.5216 -0.5975
C 1.7854 2.1385 -0.4951
H -1.0329 -2.6133 -0.1897
H -1.2394 -4.2141 2.4888
H 0.9216 -1.3935 1.3747
H -1.4350 1.3878 -1.2556
H -1.4990 3.9399 -1.5147
H 0.5442 5.2644 -1.0797
H 2.6573 4.0981 -0.4715
H 2.6815 1.5383 -0.2543

Atomic forces in eV per Å
-3.4209 2.4386 0.4521
2.9110 -2.6680 -0.7535
-0.9191 -0.2264 -1.0546
1.4437 1.0746 -0.0166
-2.2341 0.5509 0.3662
2.1129 -0.5447 -0.3240
1.2540 0.8316 3.4431
0.3553 -0.0324 -0.5112
0.0903 0.5938 -0.9015
-0.1530 0.4157 0.4154
-0.9491 -0.4927 -0.9758
0.3011 -0.5667 0.8083
0.1568 -0.1738 0.1963
-0.6664 -0.1805 -0.3299
0.3985 0.5152 -0.2642
0.8096 0.2415 -0.0379
-0.0476 -0.8019 0.1529
-0.3358 -1.5902 -0.6391
-0.0365 0.3401 -0.3473
-0.5249 0.5313 -0.0130
0.0735 0.3564 -0.0870
0.2904 -0.3529 0.2600
-0.0797 -0.8311 0.2296
-0.4594 -0.1824 0.0536
-0.3708 0.7540 -0.1223

Relative energy (zero: lowest compared OMol25 entry of this formula, charge and spin) ... 1.0253 eV
Net charge ... -1
HOMO energy ... -3.866 eV
Orbital gap ... 6.590 eV
Electronic energy ... -3656.1005 a.u.
SMILES ... N#C[C@@H](C=C=[N-])[C@H](Br)S(=O)(=O)c1ccccc1

Results of the natural (NBO) charge analysis, in e, for atoms 1 through 2:
1 N -0.37
2 C 0.30


[3]
# C3H9N2P

C3H9N2P in the gas phase at a distorted geometry (ωB97M-V with the def2-TZVPD basis set, the OMol25 dataset).

Cartesian coordinates (Å):
C -1.1259 0.3826 -1.0338
C -0.3999 -0.8400 -0.2320
C 0.4476 0.1437 1.8100
N -0.3103 0.9726 -1.9647
N 0.7148 -0.4101 0.4992
P 2.1957 -0.0940 -0.2105
H -1.9354 -0.1498 -1.5463
H -1.5540 1.0348 -0.2494
H -1.1517 -1.2786 0.4243
H -0.1008 -1.5477 -1.0038
H -0.3681 0.8683 1.7678
H 0.1679 -0.6561 2.5006
H 1.3411 0.6402 2.1860
H 0.1274 1.8232 -1.6151
H 1.9517 -0.8891 -1.3323

Atomic forces in eV per Å
-0.6456 -0.6678 1.1358
-0.5864 0.2304 -0.8233
-0.0219 -0.0295 0.1713
1.0606 0.2490 -0.6862
0.4890 -0.0197 0.3868
-0.0903 0.4544 -0.0744
-0.0810 0.0332 0.0940
0.0975 -0.0516 -0.2063
-0.0535 -0.0480 -0.0232
-0.0578 -0.0580 0.0902
-0.0043 0.0727 0.0209
0.0001 0.0725 0.0429
-0.0531 -0.0072 0.0532
-0.0778 0.0018 0.1511
0.0245 -0.2326 -0.3328

Relative energy (zero: lowest compared OMol25 entry of this formula, charge and spin) ... 2.5873 eV
HOMO energy (spin up / spin down) ... -8.976 / -7.136 eV
Orbital gap (spin up / spin down) ... 8.812 / 6.747 eV
Electronic energy ... -570.4529 a.u.

Results of the natural (NBO) charge analysis, in e, for atoms 1 through 2:
1 C -0.28
2 C -0.20